{
  "formula": "C30H63BBr2F3NbO12P",
  "method": "ωB97M-V with the def2-TZVPD basis set",
  "total_charge": -1,
  "e_homo_ev": -3.63,
  "e_tot_ev": -216452.8522,
  "e_lumo_ev": 1.63,
  "largest_force_ev_per_a": 2.5,
  "symbols": ["C", "O", "B", "O", "Nb", "C", "C", "C", "F", "Br", "C", "F", "F", "Br", "O", "C", "C", "C", "O", "P", "C", "O", "H", "H", "H", "H", "H", "H", "H", "H", "H", "H", "H", "H", "H", "H", "H", "H", "H", "H", "H", "H", "H", "C", "C", "O", "C", "H", "H", "H", "H", "H", "H", "C", "C", "O", "C", "H", "H", "H", "H", "H", "H", "C", "C", "O", "C", "H", "H", "H", "H", "H", "H", "C", "C", "O", "C", "H", "H", "H", "H", "H", "H", "C", "C", "O", "C", "H", "H", "H", "H", "H", "H", "C", "C", "O", "C", "H", "H", "H", "H", "H", "H", "C", "C", "O", "C", "H", "H", "H", "H", "H", "H"],
  "positions_angstrom": [[2.182404, 1.169095, 1.179543], [2.956952, 0.011811, 0.961814], [2.413468, -1.195260, 1.486234], [2.584888, -1.319221, 2.884203], [1.244207, -2.870220, 0.194688], [2.789358, -4.454183, 0.632208], [3.934385, -4.771592, -0.368629], [3.958929, -6.147828, -1.084424], [5.287346, -6.405888, -1.500981], [3.566814, -7.595800, 0.164610], [3.094192, -6.195055, -2.434170], [2.381763, -5.035048, -2.566214], [3.964295, -6.256728, -3.516000], [1.819579, -7.651753, -2.686599], [-0.331683, -1.745465, -0.310676], [-1.571638, -2.297867, -0.737420], [-1.738305, -2.498198, -2.269872], [-0.598598, -1.882680, -3.100349], [-1.891535, -3.902729, -2.548095], [-0.025301, -3.923170, 2.174789], [-0.385933, -5.739793, 2.025623], [-1.575648, -3.275779, 2.328395], [1.863474, 1.232514, 2.246216], [1.277567, 1.152418, 0.542065], [2.797411, 2.054003, 0.922026], [3.390342, -0.838990, 3.122382], [0.459991, -4.261792, -0.755123], [2.073075, -2.499351, -1.393623], [2.262523, -5.382140, 0.919034], [3.274239, -4.084982, 1.569632], [3.993729, -4.001415, -1.168835], [4.916311, -4.752813, 0.159709], [-2.409058, -1.649100, -0.369455], [-1.723525, -3.289781, -0.259595], [-2.701379, -2.028380, -2.572483], [0.365364, -2.352044, -2.823630], [-0.510527, -0.791171, -2.928975], [-0.795564, -2.043864, -4.185514], [-1.262480, -4.156623, -3.227371], [-0.076788, -6.097339, 1.022277], [-1.471157, -5.919385, 2.154824], [0.144055, -6.316626, 2.818588], [-2.240324, -3.912727, 2.046943], [7.416028, -1.067111, -2.455116], [6.157397, -1.205527, -1.620700], [6.101083, -1.995894, -0.707749], [4.982339, -0.341389, -2.011640], [8.167334, -1.764896, -2.090479], [7.195082, -1.283214, -3.501957], [7.799463, -0.046078, -2.402267], [4.712358, -0.551662, -3.049310], [5.259207, 0.713554, -1.944848], [4.131654, -0.554667, -1.363614], [0.601981, 5.261179, 0.359193], [1.398808, 4.634107, -0.750563], [2.415594, 4.015119, -0.551431], [0.839627, 4.797446, -2.143863], [1.108714, 5.095228, 1.308377], [0.493626, 6.332988, 0.180552], [-0.395579, 4.821356, 0.386323], [0.759087, 5.857536, -2.391965], [-0.166276, 4.376386, -2.186391], [1.483575, 4.294539, -2.862619], [-3.731502, 3.673237, -2.052637], [-2.953861, 3.545790, -0.767484], [-2.425113, 4.515889, -0.255368], [-2.841195, 2.179404, -0.148781], [-3.715974, 4.710948, -2.380102], [-3.291128, 3.034635, -2.820279], [-4.755278, 3.336147, -1.896979], [-2.360440, 1.486389, -0.844659], [-3.830545, 1.780172, 0.074471], [-2.244765, 2.244413, 0.758748], [0.238880, 0.335868, 7.930967], [1.457378, 0.053566, 7.077284], [2.541601, -0.123979, 7.582542], [1.230305, 0.012276, 5.591001], [0.517275, 0.342965, 8.982566], [-0.193056, 1.300122, 7.656693], [-0.521951, -0.426599, 7.755256], [0.833560, 0.973725, 5.256958], [0.498762, -0.756744, 5.337153], [2.151947, -0.205039, 5.062610], [-7.718993, 1.097443, -2.664493], [-6.845512, 0.746253, -1.486406], [-5.724908, 1.188849, -1.371330], [-7.440349, -0.180444, -0.460270], [-7.186408, 1.768430, -3.334654], [-8.001859, 0.190752, -3.201982], [-8.634219, 1.575234, -2.310260], [-7.706235, -1.133980, -0.920227], [-8.343384, 0.271333, -0.047032], [-6.719496, -0.351218, 0.336171], [7.253788, 4.458559, -2.143661], [8.263696, 3.438515, -2.593946], [7.993155, 2.263374, -2.672410], [9.641093, 3.953031, -2.943089], [6.307667, 3.977431, -1.917867], [7.616889, 4.976241, -1.253550], [7.108276, 5.208834, -2.924895], [10.081148, 4.454101, -2.079183], [9.572301, 4.685390, -3.749513], [10.277441, 3.126214, -3.251001], [-9.593251, 1.957228, 3.224092], [-10.108173, 2.422936, 1.885112], [-9.446987, 2.315275, 0.878947], [-11.488698, 3.032060, 1.865667], [-8.594765, 1.541632, 3.111600], [-9.564894, 2.793120, 3.925094], [-10.261932, 1.201572, 3.640119], [-11.521959, 3.902588, 2.522892], [-12.219826, 2.311692, 2.236582], [-11.746856, 3.328308, 0.851806]],
  "atomic_forces_ev_per_a": [[0.032, 0.491, 0.295], [-0.025, -0.535, 0.038], [0.777, 0.586, 0.571], [0.206, -0.305, -0.792], [-1.282, 2.090, 0.224], [-0.020, -0.351, 0.364], [0.513, 0.072, -0.185], [0.750, 0.286, -0.200], [-1.224, 0.317, 0.345], [0.011, 0.081, -0.216], [0.085, 0.876, -0.847], [0.936, -1.328, 0.089], [-0.981, 0.171, 1.186], [0.267, 0.241, 0.109], [0.394, -1.720, 0.121], [-0.787, 0.154, 0.494], [0.086, 0.230, -0.242], [-0.055, -0.069, -0.142], [-0.162, 0.355, -0.036], [-0.070, -0.361, -0.800], [0.223, -0.506, 0.216], [0.076, -0.166, 0.197], [0.097, 0.138, -0.546], [0.253, 0.103, 0.214], [-0.458, -0.474, 0.154], [-0.111, 0.336, 0.107], [0.409, 0.009, -0.236], [-0.177, -0.710, -0.051], [0.294, 0.286, -0.061], [-0.286, -0.264, -0.463], [0.040, -0.501, 0.451], [-0.618, -0.040, -0.386], [0.657, -0.192, -0.254], [0.093, 0.544, -0.420], [0.458, -0.156, 0.187], [-0.476, 0.260, -0.126], [-0.062, -0.584, 0.001], [0.075, 0.079, 0.628], [0.207, -0.005, 0.120], [-0.192, 0.155, 0.610], [0.443, 0.060, -0.062], [-0.371, 0.300, -0.571], [-0.012, 0.096, -0.154], [0.019, -0.002, 0.159], [-0.011, -0.069, -0.182], [0.029, 0.031, 0.067], [-0.045, -0.154, 0.167], [-0.014, -0.010, -0.009], [-0.028, 0.035, -0.022], [-0.077, -0.047, -0.047], [0.021, 0.045, -0.018], [-0.001, -0.017, -0.028], [0.069, 0.076, -0.015], [0.223, -0.061, 0.185], [-0.172, 0.004, -0.084], [0.223, 0.041, 0.013], [0.059, -0.051, -0.078], [-0.001, 0.021, -0.019], [-0.087, -0.008, -0.014], [-0.003, 0.110, -0.003], [-0.037, 0.007, -0.002], [-0.033, 0.035, 0.010], [-0.021, 0.014, 0.021], [0.070, 0.175, 0.070], [0.173, 0.091, 0.113], [-0.255, -0.155, -0.177], [0.134, 0.072, 0.067], [0.003, -0.013, -0.013], [-0.040, -0.066, 0.015], [0.004, -0.088, -0.038], [-0.078, -0.001, 0.002], [-0.010, -0.028, -0.091], [-0.007, -0.032, -0.009], [0.047, -0.018, 0.065], [-0.091, -0.008, 0.015], [0.027, 0.020, -0.012], [0.136, 0.011, 0.055], [-0.004, 0.000, -0.015], [-0.027, -0.012, -0.023], [-0.021, 0.017, -0.025], [-0.058, -0.026, -0.027], [-0.033, 0.024, -0.021], [-0.011, -0.015, 0.010], [0.060, 0.072, -0.029], [0.035, -0.051, 0.029], [-0.120, 0.009, -0.028], [0.098, -0.002, 0.103], [-0.010, -0.010, 0.005], [-0.032, -0.009, 0.014], [-0.021, -0.023, 0.006], [-0.043, 0.020, -0.026], [-0.023, -0.021, -0.024], [-0.007, -0.015, -0.011], [-0.077, 0.055, 0.014], [0.045, -0.118, -0.006], [0.025, 0.101, -0.021], [0.017, -0.074, -0.019], [-0.055, -0.039, 0.002], [0.022, 0.030, -0.026], [0.024, 0.004, 0.041], [-0.003, 0.035, -0.005], [0.004, 0.032, 0.016], [-0.024, 0.022, 0.011], [0.088, -0.033, -0.051], [0.027, 0.007, 0.047], [-0.043, -0.018, -0.059], [0.012, 0.015, -0.103], [-0.015, 0.006, 0.007], [-0.030, -0.002, 0.016], [-0.021, 0.019, 0.021], [-0.011, -0.013, 0.030], [-0.003, 0.008, 0.034], [-0.002, -0.002, 0.017]]
}